1.
{
  "formula": "C7H15N2OP",
  "method": "ωB97M-V with the def2-TZVPD basis set",
  "total_energy_ev": -21817.721,
  "orbital_gap_ev": 9.2274,
  "max_force_ev_per_a": 4.59,
  "smiles": "C1=C[C@H]2CC[C@@H]1C2.NP(N)O",
  "e_above_lowest_kcal_mol": 36.71,
  "elements": ["C", "C", "C", "C", "C", "C", "C", "H", "H", "H", "H", "H", "H", "H", "H", "H", "H", "N", "P", "N", "O", "H", "H", "H", "H", "H"],
  "coordinates": [[-1.3734, 0.8325, 0.9162], [-0.8247, 0.7906, -0.2963], [-1.9195, 0.2288, -1.1855], [-1.9354, -1.2991, -0.7660], [-2.6171, -1.2439, 0.6046], [-2.6913, 0.2509, 0.9404], [-3.2087, 0.6877, -0.5195], [-0.9139, 1.0544, 1.8749], [0.2077, 1.0981, -0.5706], [-2.0047, 0.3453, -2.3421], [-0.9730, -1.7799, -0.6115], [-2.3797, -1.9547, -1.6406], [-3.5616, -1.5794, 0.4780], [-2.1803, -1.7681, 1.4368], [-3.5064, 0.6214, 1.5883], [-4.1653, 0.1038, -0.7550], [-3.2545, 1.7819, -0.6309], [4.9322, 1.0521, -0.4413], [3.5523, 0.1731, -0.3150], [4.3481, -1.1223, 0.4769], [2.8928, 1.1341, 0.8777], [5.1283, 1.6181, 0.3692], [5.3220, 1.2650, -1.3356], [5.2276, -1.2727, 0.0815], [3.9413, -2.0606, 0.8083], [1.9573, 1.0429, 0.9568]],
  "forces_ev_per_angstrom": [[1.788, 0.480, 1.524], [0.016, 1.135, -0.514], [-0.281, -1.616, -2.523], [0.148, -1.264, -1.679], [1.631, 0.708, 0.634], [-3.712, 0.818, -2.571], [0.187, -0.106, 0.993], [0.467, 0.243, -0.281], [-0.965, -0.466, 0.051], [0.996, 0.035, 2.048], [0.514, 0.508, -0.376], [0.109, 1.209, 2.063], [-3.202, -1.203, 0.008], [0.576, -0.612, -0.051], [1.000, -0.601, 0.622], [1.377, 1.087, -0.112], [-0.600, -0.342, 0.142], [0.611, 0.397, -0.216], [-1.119, -0.631, -0.144], [-2.354, -2.008, 1.984], [1.267, -0.421, 0.107], [0.451, 0.236, -0.270], [0.094, 0.470, -0.014], [1.612, -0.114, -0.463], [0.401, 2.290, -0.983], [-1.013, -0.232, 0.022]]
}


2.
{
  "formula": "C7H15N3O2P",
  "method": "ωB97M-V with the def2-TZVPD basis set",
  "total_energy_ev": -25352.253,
  "orbital_gap_ev": 9.2316,
  "charge": 1,
  "max_force_ev_per_a": 1.24,
  "e_above_lowest_kcal_mol": 0.00,
  "elements": ["C", "C", "C", "C", "C", "C", "C", "N", "N", "N", "O", "O", "P", "H", "H", "H", "H", "H", "H", "H", "H", "H", "H", "H", "H", "H", "H", "H"],
  "coordinates": [[-3.1097, -1.9871, -0.0892], [-1.7365, -2.2035, -0.1244], [-2.8222, 0.2758, -0.0112], [-1.4191, 0.0864, -0.0651], [-4.6709, 1.7420, 0.2010], [3.2805, 0.2984, -1.6563], [4.2020, -0.5186, 1.0194], [-3.6364, -0.7807, -0.0240], [2.2269, 1.5508, 0.5633], [-0.9334, -1.1379, -0.1063], [1.6154, -0.9363, 0.1922], [-3.2682, 1.5014, 0.0681], [2.7441, 0.0310, 0.0622], [-3.8127, -2.8072, -0.1076], [-1.2938, -3.1850, -0.1581], [-5.0731, 2.0422, -0.7676], [-4.7735, 2.5635, 0.9103], [-5.1865, 0.8537, 0.5590], [3.8137, 1.2394, -1.7502], [3.9296, -0.5180, -1.9638], [2.4032, 0.3152, -2.2981], [5.0117, 0.2000, 0.9482], [3.9125, -0.6456, 2.0602], [4.5308, -1.4804, 0.6351], [1.7231, 1.5162, 1.4382], [2.9418, 2.2613, 0.5934], [-0.7364, 0.9229, -0.0595], [0.1372, -1.2002, -0.0690]],
  "forces_ev_per_angstrom": [[0.576, -0.297, -0.017], [-0.482, -0.330, 0.004], [0.317, -1.203, -0.056], [-0.601, 0.695, 0.056], [-0.616, 0.178, 0.082], [-0.128, -0.207, 0.683], [-0.764, 0.139, -0.378], [0.048, 1.006, -0.033], [0.128, -0.580, -0.114], [-0.130, 0.053, 0.019], [-0.299, -0.335, 0.056], [0.445, 0.256, 0.008], [0.768, 0.386, -0.331], [0.109, -0.174, 0.000], [0.095, 0.002, 0.001], [0.068, -0.078, 0.064], [0.035, -0.121, -0.111], [0.030, 0.114, -0.002], [0.104, 0.106, -0.018], [0.045, -0.048, -0.030], [-0.076, 0.054, 0.010], [0.106, 0.121, -0.034], [-0.034, 0.043, 0.064], [0.049, -0.080, -0.073], [-0.019, 0.076, 0.148], [0.045, 0.250, -0.022], [0.140, -0.044, 0.016], [0.041, 0.015, 0.009]]
}


3.
{
  "formula": "C7H15N3O2S",
  "method": "ωB97M-V with the def2-TZVPD basis set",
  "total_energy_ev": -26898.076,
  "orbital_gap_ev": [5.8798, 8.9801],
  "max_force_ev_per_a": 3.65,
  "e_above_lowest_kcal_mol": 59.63,
  "elements": ["C", "C", "C", "C", "C", "C", "C", "N", "N", "N", "O", "O", "S", "H", "H", "H", "H", "H", "H", "H", "H", "H", "H", "H", "H", "H", "H", "H"],
  "coordinates": [[1.0503, -1.9789, -1.5375], [0.5263, 0.4017, 1.0763], [1.5045, 0.3512, 3.2509], [-2.5947, 0.3364, 0.4297], [-1.9398, 1.0322, -1.7742], [-0.3957, 1.1518, 0.0597], [0.9964, -0.8797, 0.6189], [0.3343, -1.6055, -0.3191], [0.7342, 0.9865, 2.2069], [-1.5231, 0.3476, -0.5187], [3.7483, -0.4899, -1.7668], [1.2056, -0.9216, -2.4173], [2.5454, 0.1351, -2.3508], [0.3379, -2.6587, -2.0807], [1.9648, -2.4589, -1.2435], [2.3767, 0.8967, 3.3771], [1.9402, -0.6546, 2.8591], [0.7740, 0.3061, 4.0633], [-3.1383, -0.6411, 0.3524], [-2.1141, 0.2349, 1.5369], [-3.2946, 1.1423, 0.2199], [-2.9686, 0.9550, -1.9859], [-1.8791, 2.1130, -1.5821], [-1.2760, 0.6639, -2.5016], [0.3271, 1.3008, -0.8337], [-0.7791, 2.0956, 0.4530], [2.0784, -1.1023, 0.9085], [-0.5413, -1.0598, -0.5005]],
  "forces_ev_per_angstrom": [[-2.372, -1.472, 0.820], [-1.745, 0.143, -0.041], [-0.883, -2.597, -2.414], [0.220, -2.405, 2.688], [0.720, 0.719, 2.308], [1.640, -0.916, -1.673], [2.741, 0.619, 1.049], [0.210, 0.603, -0.464], [-0.177, 0.429, -0.915], [0.574, 1.265, -0.014], [-0.792, 0.031, -0.343], [1.674, 1.894, -0.862], [-0.547, -0.958, 0.489], [1.058, 0.276, 0.435], [0.599, -0.227, -0.178], [1.379, 1.500, 1.121], [-1.143, 1.023, 1.307], [0.915, -0.352, 0.454], [0.074, 0.833, -0.145], [-1.410, 0.906, -2.445], [-0.076, 0.340, 0.809], [-1.204, -1.116, -0.450], [0.574, 0.080, -0.415], [0.505, 0.038, -1.457], [-1.221, 0.336, 1.291], [0.303, 0.068, 0.093], [-1.665, -0.317, -0.587], [0.047, -0.744, -0.462]]
}


4.
{
  "formula": "C7H15N3O4S",
  "method": "ωB97M-V with the def2-TZVPD basis set",
  "total_energy_ev": -30997.300,
  "orbital_gap_ev": 9.5340,
  "max_force_ev_per_a": 4.14,
  "smiles": "[H]/N=C(\\C)NCCS(=O)(=O)C[C@@H](N)C(=O)O",
  "e_above_lowest_kcal_mol": 0.00,
  "elements": ["H", "N", "C", "C", "N", "C", "C", "S", "O", "O", "C", "C", "N", "C", "O", "O", "H", "H", "H", "H", "H", "H", "H", "H", "H", "H", "H", "H", "H", "H"],
  "coordinates": [[-0.1010, -0.5299, 3.3072], [-0.2832, 0.1033, 2.5608], [0.5181, 1.1009, 2.4048], [1.7056, 1.2979, 3.3140], [0.2843, 2.0029, 1.3735], [-0.8434, 1.8623, 0.4220], [-0.2103, 1.7757, -0.9519], [0.9607, 0.3725, -1.1234], [2.2229, 0.6683, -0.4440], [1.2348, 0.0972, -2.5625], [0.1851, -1.1389, -0.4985], [-0.1285, -2.1605, -1.6014], [-0.5790, -3.3421, -0.8251], [-1.2049, -1.7006, -2.6249], [-1.4665, -2.4282, -3.5491], [-1.8623, -0.5480, -2.3874], [1.6078, 2.2823, 3.7640], [1.8012, 0.5577, 4.1034], [2.6125, 1.2852, 2.6910], [0.9203, 2.8042, 1.2029], [-1.5122, 1.0229, 0.5964], [-1.4505, 2.7624, 0.4860], [0.2979, 2.7107, -1.1663], [-0.9577, 1.6531, -1.7301], [-0.7121, -0.8632, 0.0441], [0.8879, -1.6062, 0.1932], [0.7479, -2.3943, -2.2138], [-0.8527, -4.0792, -1.4636], [-1.3372, -3.1175, -0.1912], [-2.4855, -0.4509, -3.1302]],
  "forces_ev_per_angstrom": [[0.639, -0.049, 0.630], [-0.584, 1.054, -1.546], [-0.701, -1.298, 0.419], [0.313, 0.877, -0.985], [-0.193, 0.032, 0.867], [1.233, 0.422, 0.270], [-0.532, -0.509, -0.336], [3.043, -0.152, -2.801], [-1.609, -0.085, 0.617], [-1.555, 0.618, 1.789], [0.157, 0.315, -0.369], [-0.959, 0.622, 0.783], [0.520, 0.262, -0.900], [0.597, -1.145, 0.116], [-0.178, 0.483, 0.046], [0.052, -0.152, -0.059], [0.245, 0.181, 0.178], [-0.290, -0.114, -0.197], [-0.110, 0.063, 0.275], [-0.664, -1.229, 0.376], [0.444, -0.069, 0.576], [-0.168, 0.105, -0.154], [0.675, -0.215, -0.144], [-0.027, -0.240, -0.106], [-0.083, -0.038, 0.218], [0.007, 0.331, 0.014], [-0.155, -0.061, 0.321], [-0.151, -0.025, 0.130], [-0.055, 0.003, -0.215], [0.086, 0.014, 0.188]]
}


5.
{
  "formula": "C7H15N5",
  "method": "ωB97M-V with the def2-TZVPD basis set",
  "total_energy_ev": -14932.964,
  "orbital_gap_ev": 8.8356,
  "charge": 2,
  "max_force_ev_per_a": 4.54,
  "smiles": "CC(=C=[N+](C)CN)/N=C\\NC=[NH2+]",
  "e_above_lowest_kcal_mol": 83.10,
  "elements": ["C", "C", "C", "N", "C", "C", "N", "N", "C", "N", "C", "N", "H", "H", "H", "H", "H", "H", "H", "H", "H", "H", "H", "H", "H", "H", "H"],
  "coordinates": [[-0.9825, 0.8689, -2.3375], [-0.6967, 0.6142, -0.9076], [0.4730, 0.1412, -0.4939], [1.7150, 0.3290, -0.2483], [2.7069, -0.7078, -0.1828], [2.0797, 1.6589, 0.2723], [0.9418, 2.4511, 0.2461], [-1.8752, 0.8429, -0.2091], [-2.6252, 0.1947, 0.5730], [-2.5016, -1.1680, 1.0786], [-1.3625, -1.8435, 0.8509], [-1.0782, -2.9628, 1.5093], [-1.2630, 1.8746, -2.4316], [-1.7726, 0.3961, -2.8428], [-0.1280, 0.5880, -2.8462], [3.2846, -0.5799, 0.7015], [2.1499, -1.6314, -0.1363], [3.3961, -0.6940, -1.0194], [2.4749, 1.3057, 1.3408], [2.9144, 2.0854, -0.3669], [0.5355, 2.4889, 1.1483], [0.9047, 3.2854, -0.1650], [-3.5430, 0.5889, 1.0358], [-3.2430, -1.4680, 1.6629], [-0.5121, -1.5736, 0.2167], [-0.1661, -3.4655, 1.6343], [-1.8269, -3.6194, 1.9167]],
  "forces_ev_per_angstrom": [[1.023, -0.088, 0.452], [-2.494, -0.496, 0.310], [1.875, -0.402, -0.813], [-2.878, -0.296, -0.657], [-0.172, -0.927, -0.213], [2.445, 0.698, 0.965], [-0.030, -3.172, 2.588], [-0.079, -0.729, 1.803], [-0.152, -0.443, 0.138], [2.679, 1.380, -2.728], [0.327, -2.433, 2.375], [-1.530, -2.252, 0.813], [0.194, 1.780, -0.132], [-1.392, -1.428, 0.202], [1.821, 0.073, -1.616], [0.445, 0.088, 0.829], [0.350, -0.471, -0.156], [-0.165, 0.128, -0.335], [-0.593, 1.481, -2.018], [-0.770, -0.670, 0.900], [-0.689, 0.347, 0.763], [0.455, 3.961, -2.172], [0.484, 0.492, -0.595], [-0.564, -0.709, 0.778], [-0.854, 0.999, 0.073], [-0.849, 1.241, -1.068], [1.111, 1.851, -0.487]]
}


6.
{
  "formula": "C7H15NO",
  "method": "ωB97M-V with the def2-TZVPD basis set",
  "total_energy_ev": -11037.515,
  "orbital_gap_ev": 8.9746,
  "max_force_ev_per_a": 3.40,
  "e_above_lowest_kcal_mol": 72.85,
  "elements": ["C", "C", "C", "C", "C", "C", "C", "N", "O", "H", "H", "H", "H", "H", "H", "H", "H", "H", "H", "H", "H", "H", "H", "H"],
  "coordinates": [[-0.2063, 1.1008, -0.4540], [-0.3500, 2.3696, 0.3337], [2.4451, 0.4793, 0.2668], [-1.7333, -0.1261, 1.1088], [-1.0619, -2.5998, -0.3283], [-0.8080, -0.0822, -0.0828], [-0.3307, -1.3168, -0.6334], [0.8460, -1.3169, -1.1914], [0.2173, 1.2404, -1.7397], [0.8001, 2.0048, -1.8138], [1.7595, -0.3580, -0.5437], [1.1519, -2.2150, -1.5514], [-0.2416, 2.1869, 1.4014], [0.4154, 3.0884, 0.0348], [-1.3313, 2.8193, 0.1545], [3.3779, -0.0832, 0.3040], [2.0534, 0.5365, 1.2797], [2.6826, 1.4889, -0.0661], [-2.2110, 0.8342, 1.2864], [-2.5216, -0.8598, 0.9565], [-1.2023, -0.4090, 2.0226], [-0.9908, -2.8425, 0.7338], [-0.6404, -3.4242, -0.9034], [-2.1201, -2.5154, -0.5750]],
  "forces_ev_per_angstrom": [[-1.577, -0.574, -0.514], [0.165, -0.087, -0.023], [-0.610, -1.934, -1.223], [0.277, 0.039, 0.061], [-0.168, 0.033, -0.316], [0.573, 1.381, 0.208], [1.403, -0.854, -0.378], [-1.415, -0.554, -0.532], [0.205, 0.157, 0.455], [0.016, -0.067, 0.067], [1.371, 2.525, 1.818], [-0.148, -0.202, 0.248], [-0.009, -0.005, -0.023], [-0.029, -0.005, 0.012], [0.068, 0.004, -0.026], [0.321, 0.152, 0.217], [-0.148, -0.081, 0.110], [-0.142, 0.038, -0.297], [-0.042, 0.012, -0.005], [-0.066, -0.009, -0.018], [-0.035, -0.020, 0.084], [0.031, 0.046, 0.003], [0.018, 0.034, 0.054], [-0.060, -0.028, 0.016]]
}


7.
{
  "formula": "C7H15NO",
  "method": "ωB97M-V with the def2-TZVPD basis set",
  "total_energy_ev": -11037.609,
  "orbital_gap_ev": 9.3967,
  "max_force_ev_per_a": 3.48,
  "smiles": "[H]/N=C/C(=C)O.CC(C)C",
  "e_above_lowest_kcal_mol": 70.69,
  "elements": ["H", "N", "C", "C", "C", "O", "H", "H", "H", "H", "C", "C", "C", "C", "H", "H", "H", "H", "H", "H", "H", "H", "H", "H"],
  "coordinates": [[1.2976, 0.9531, 2.5712], [1.4142, 0.8101, 1.5720], [0.8222, 1.6858, 0.8442], [1.0110, 1.6913, -0.6031], [1.8981, 0.9145, -1.2330], [0.1367, 2.5294, -1.2368], [0.1058, 2.4162, 1.2202], [2.5742, 0.3040, -0.6633], [1.9878, 0.9022, -2.3097], [0.2485, 2.4563, -2.1895], [0.2773, -1.7021, 0.9287], [-1.0023, -1.3899, 0.2480], [-0.9026, -1.3935, -1.2698], [-1.7047, 0.1008, 0.7116], [0.9555, -0.6904, 1.0595], [0.8881, -2.4379, 0.4118], [0.1385, -2.0049, 1.9619], [-1.7791, -2.0847, 0.5759], [-0.1060, -0.7268, -1.5961], [-0.6811, -2.3975, -1.6343], [-1.8341, -1.0610, -1.7252], [-1.6388, 0.2268, 1.7902], [-2.7399, -0.0623, 0.4205], [-1.3671, 0.9606, 0.1451]],
  "forces_ev_per_angstrom": [[-0.460, -0.006, -0.019], [0.566, 2.010, -0.456], [0.475, -0.502, 1.143], [0.355, -0.508, -0.856], [-0.149, 0.387, 0.229], [-0.132, 0.080, 0.227], [0.149, 0.145, 0.092], [0.025, -0.120, 0.153], [-0.045, 0.050, -0.085], [0.052, -0.009, -0.024], [2.273, 2.422, 0.827], [-1.924, 2.568, 0.261], [-0.076, -0.131, 0.187], [0.528, -2.921, -0.887], [-1.540, -3.034, -0.722], [-0.062, -0.230, -0.078], [-0.145, -0.319, 0.168], [0.025, -0.186, -0.205], [0.048, 0.011, -0.034], [0.035, -0.032, -0.078], [-0.086, -0.015, -0.074], [0.064, 0.169, -0.027], [-0.236, 0.215, 0.205], [0.261, -0.042, 0.055]]
}


8.
{
  "formula": "C7H15NO",
  "method": "ωB97M-V with the def2-TZVPD basis set",
  "total_energy_ev": -11037.022,
  "orbital_gap_ev": 8.8817,
  "max_force_ev_per_a": 4.22,
  "e_above_lowest_kcal_mol": 84.24,
  "elements": ["C", "C", "C", "N", "C", "O", "H", "H", "H", "H", "H", "H", "H", "H", "H", "C", "C", "C", "H", "H", "H", "H", "H", "H"],
  "coordinates": [[1.8176, 0.1476, 1.3189], [-0.3381, -0.5033, 2.3007], [-1.1141, -1.8085, -0.2286], [0.4167, -0.2136, 1.0769], [0.2399, -1.1546, -0.1226], [1.2125, -1.5432, -0.7388], [1.8232, 1.1133, 1.8281], [2.3590, 0.2969, 0.3867], [2.3276, -0.6083, 1.9178], [-0.2308, -1.5493, 2.6001], [-0.0044, 0.1167, 3.1346], [-1.3903, -0.2892, 2.1171], [-1.0892, -2.7641, 0.3036], [-1.3118, -1.9884, -1.2851], [-1.9239, -1.1962, 0.1622], [0.7249, 1.4334, -2.0916], [-0.3926, 1.0753, -1.1566], [-1.6721, 1.3021, -1.4702], [-0.0902, 0.7884, 0.1583], [1.4882, 0.6489, -2.0908], [0.3842, 1.5609, -3.1259], [1.2263, 2.3538, -1.7735], [-2.4826, 1.1180, -0.7690], [-1.9801, 1.6634, -2.4523]],
  "forces_ev_per_angstrom": [[-0.259, 0.197, -0.046], [-0.155, -0.355, -0.491], [-0.161, 0.460, -0.405], [0.890, -1.651, -0.351], [1.509, -1.205, 2.252], [-1.390, 1.141, 0.555], [0.038, -0.123, 0.213], [-0.173, -0.232, -0.062], [0.129, 0.028, 0.010], [-0.048, -0.033, 0.114], [0.116, 0.087, -0.300], [-0.056, -0.051, 0.173], [0.115, 0.110, -0.030], [0.051, -0.104, 0.102], [0.109, -0.003, 0.034], [0.161, -0.345, -0.141], [-0.113, 1.221, 2.405], [0.226, -0.274, -0.121], [-0.978, 1.086, -3.961], [0.003, 0.058, -0.064], [-0.012, 0.069, 0.099], [-0.109, -0.043, 0.008], [0.068, 0.038, 0.010], [0.039, -0.075, -0.002]]
}